Computed, not measured: C4H5ClN2 as an isolated structure, with ωB97M-V/def2-TZVPD.

The geometry in XYZ format:
```
12
Properties=species:S:1:pos:R:3:forces:R:3
C -1.17741 0.40502 -0.10461 4.2 1.7 0.6
C -1.26760 1.76372 -0.22373 -3.7 -3.3 1.6
C 0.21520 -0.37685 -0.00513 1.0 2.2 -2.9
C 3.50024 -0.06039 0.09468 0.1 0.3 -0.2
H -0.34868 2.13797 -0.14404 3.5 2.2 -0.2
H -2.17002 2.37438 0.07638 1.0 -1.0 -1.0
H 0.29580 -1.50829 -0.75854 -0.3 3.6 2.8
H 3.86724 1.08183 0.81505 -1.8 -3.9 -2.3
H 4.35692 -0.73132 -0.23979 -0.9 1.3 0.4
N 1.32870 0.32142 0.31161 -4.1 -4.0 -2.5
N 2.31386 -0.50821 -0.31675 4.6 2.9 3.4
Cl -2.30128 -0.73153 0.10116 -3.6 -2.1 0.3
```
Positions in Å, forces in eV/Å.

## Properties
Energy relative to the best compared isomer or geometry (same formula, charge and spin): 147.53 kcal per mole
Frontier orbital gap: 9.01 eV
Calculated total energy: -724.90050 hartree

Computed, not measured: a single C4H7N molecule, with ωB97M-V/def2-TZVPD.

The geometry in XYZ format:
```
12
Properties=species:S:1:pos:R:3:forces:R:3
C 2.63406 -0.19017 -0.00063 0.1 -0.2 0.0
N 1.57656 0.49465 0.00040 0.6 0.7 0.0
C 0.34657 -0.12654 0.00134 -0.8 -0.3 0.0
C -0.77132 0.59731 0.00002 0.1 -0.2 0.0
C -2.14594 0.03234 -0.00013 0.0 0.0 0.0
H 3.58204 0.32557 -0.00177 0.2 0.1 0.0
H 2.66032 -1.28665 -0.00079 -0.1 0.0 0.0
H 0.31365 -1.21996 0.00332 0.0 0.0 0.0
H -0.68563 1.67478 -0.00065 0.2 0.1 0.0
H -2.69269 0.37869 -0.87714 -0.1 0.0 0.0
H -2.12590 -1.05436 -0.00238 -0.1 -0.1 0.0
H -2.69173 0.37437 0.87840 -0.1 0.0 0.1
```
Positions in Å, forces in eV/Å.

## Properties
SMILES: C=N/C=C/C
Energy relative to the best compared isomer or geometry (same formula, charge and spin): 25.82 kcal per mole
Frontier orbital gap: 10.06 eV
Calculated total energy: -211.31953 hartree

Computed, not measured: a single C5H11BO3S molecule, with ωB97M-V/def2-TZVPD.

The geometry in XYZ format:
```
21
Properties=species:S:1:pos:R:3:forces:R:3
C 1.19265 -2.32387 0.98720 0.0 0.2 -0.5
S 0.80499 -1.87252 -0.74737 0.0 -0.2 0.4
C 0.81498 -0.13229 -0.64306 -7.8 2.4 0.7
C 2.02155 0.69295 -0.85100 0.1 0.4 -0.2
O 2.51984 1.25797 0.35199 0.2 0.2 0.4
C -0.75139 0.57243 -0.44684 7.8 -2.8 -0.8
C -0.78892 2.05300 -0.44709 -0.2 0.1 -0.1
B -1.98490 -0.28948 -0.02331 0.4 0.0 0.0
O -2.78711 -0.80649 -0.97549 -0.2 -0.2 -0.7
O -2.23724 -0.35945 1.31217 0.2 0.1 0.5
H 1.17287 -3.40898 1.03208 0.0 -0.1 0.1
H 0.43098 -1.89759 1.63574 0.0 0.0 0.1
H 2.18087 -1.95209 1.24292 0.0 0.0 0.1
H 2.82734 0.06483 -1.23639 -0.1 0.1 -0.1
H 1.82142 1.49764 -1.57823 0.0 -0.2 0.0
H 1.79006 1.69105 0.81037 0.0 -0.1 -0.1
H 0.00647 2.48534 -1.05387 0.0 0.0 0.0
H -0.68625 2.43746 0.57153 -0.1 0.1 0.1
H -1.75090 2.39797 -0.82766 0.0 0.2 0.0
H -3.55807 -1.29794 -0.69092 -0.1 -0.1 0.1
H -3.03926 -0.80991 1.57723 -0.2 -0.1 0.0
```
Positions in Å, forces in eV/Å.

## Properties
SMILES: CS/C(CO)=C(/C)B(O)O
Energy relative to the best compared isomer or geometry (same formula, charge and spin): 0.00 kcal per mole
Frontier orbital gap (spin up / spin down): 8.08 / 8.11 eV
Calculated total energy: -845.86859 hartree

Computed, not measured: a single C9H10N2O2 molecule, with ωB97M-V/def2-TZVPD.

The geometry in XYZ format:
```
23
Properties=species:S:1:pos:R:3:forces:R:3
C -2.55610 -1.74110 0.22237 -0.5 -3.0 -1.3
C -2.29609 1.82855 0.42320 0.3 0.8 -0.3
C -2.61546 -0.43487 -0.02668 1.6 2.9 0.5
C -3.12268 0.84221 -0.14147 0.3 0.5 0.5
C -0.52594 0.38672 0.73329 -4.7 -1.9 0.7
C 2.99516 0.11993 -0.18610 -4.1 1.0 1.6
C 2.57651 -1.36513 -0.07611 1.2 -1.0 -0.9
C 1.60114 0.85771 -0.41750 0.8 -0.4 0.3
C 1.05398 -1.40645 0.15496 0.8 1.3 2.6
N -2.47940 -2.91825 0.14257 0.0 1.6 0.7
N 0.62244 0.03633 0.35004 3.4 -0.8 -2.3
O -0.96390 1.60592 0.74267 -0.5 1.0 -0.6
O -4.39943 1.20203 -0.60921 1.1 -4.1 1.2
H -2.62880 2.80986 0.80798 0.1 -0.9 -0.3
H 3.20793 0.53071 0.81076 0.5 -0.7 0.0
H 3.67841 0.56465 -0.82058 1.6 0.0 -1.7
H 2.84735 -2.18461 -0.81551 -0.5 1.8 -0.4
H 3.25582 -1.75313 0.64526 -0.3 -0.3 1.8
H 1.59423 1.87887 -0.04047 0.0 0.0 -0.1
H 1.34669 0.84545 -1.47213 -0.3 0.0 -0.2
H 0.63166 -1.85723 -0.67987 -1.3 -0.3 -1.6
H 0.70161 -1.94412 1.02936 0.2 -0.2 0.1
H -4.52513 2.09595 -0.77682 0.3 2.7 -0.3
```
Positions in Å, forces in eV/Å.

## Properties
Energy relative to the best compared isomer or geometry (same formula, charge and spin): 180.02 kcal per mole
Frontier orbital gap (spin up / spin down): 6.45 / 6.46 eV
Calculated total energy: -608.67584 hartree

Computed, not measured: a single C5H8N2 molecule, with ωB97M-V/def2-TZVPD.

The geometry in XYZ format:
```
15
Properties=species:S:1:pos:R:3:forces:R:3
C -2.43946 0.77904 -1.15853 0.7 0.1 0.3
C -1.32644 0.88359 -0.71449 -0.3 -0.3 -0.1
N -0.09437 0.95926 -0.20616 -0.4 0.6 -0.3
C 0.56732 2.24146 -0.11537 0.1 0.3 0.1
N 0.58599 -0.08744 0.28592 0.8 -0.7 0.5
C 0.15032 -1.27730 0.24580 -0.4 0.1 -0.2
C 0.97832 -2.37545 0.81445 0.0 0.0 -0.1
H -3.40967 0.70329 -1.54335 -0.6 0.0 -0.2
H 0.01478 2.93017 0.53087 0.0 -0.1 0.0
H 1.55318 2.06368 0.30840 -0.1 0.0 0.0
H 0.67428 2.69656 -1.10116 0.0 0.0 0.0
H -0.81112 -1.54668 -0.19863 0.0 0.2 0.0
H 1.79820 -1.96088 1.38988 0.1 0.0 0.1
H 0.37091 -3.01540 1.44999 0.0 -0.1 0.1
H 1.38774 -2.99395 0.01236 0.0 -0.1 0.0
```
Positions in Å, forces in eV/Å.

## Properties
SMILES: C#CN(C)/N=C/C
Energy relative to the best compared isomer or geometry (same formula, charge and spin): 81.13 kcal per mole
Frontier orbital gap: 9.18 eV
Calculated total energy: -304.70621 hartree

Computed, not measured: a 2-piece molecular cluster, C6H10O overall, with ωB97M-V/def2-TZVPD.

The geometry in XYZ format:
```
17
Properties=species:S:1:pos:R:3:forces:R:3
C 1.74639 -0.54522 0.25902 0.1 0.0 0.1
C 0.38268 0.01326 0.50083 -0.1 -0.1 -0.2
C -0.22115 1.18182 0.22955 0.1 0.0 -0.1
C -1.60398 0.63133 0.44010 -0.1 0.3 0.3
O -2.17070 0.04480 -0.76134 -0.1 0.1 -0.1
C -1.61940 -1.24053 -0.45078 0.0 -0.4 -0.1
C -0.91944 -0.70254 0.81408 -0.1 -0.2 0.1
H 2.10163 -1.15609 1.09382 -0.1 0.1 0.0
H 2.47774 0.24279 0.06760 -0.1 -0.1 0.1
H 1.73059 -1.19237 -0.63015 -0.1 0.1 0.2
H 0.12870 2.12423 -0.17219 0.0 0.0 0.0
H -2.35844 1.15925 1.02930 0.1 -0.1 -0.1
H -0.97938 -1.63390 -1.25213 0.0 0.1 0.1
H -2.40792 -1.97623 -0.25681 0.0 0.1 0.1
H -1.09031 -1.21230 1.76575 0.2 0.0 -0.2
H 2.64411 2.25591 -1.07166 0.0 0.1 -0.1
H 2.02055 2.18072 -1.46936 0.1 0.0 0.0
```
Positions in Å, forces in eV/Å.

## Properties
SMILES: CC1=C[C@H]2OC[C@@H]12.[H][H]
Energy relative to the best compared isomer or geometry (same formula, charge and spin): 73.38 kcal per mole
Frontier orbital gap: 10.53 eV
Calculated total energy: -309.72543 hartree

Computed, not measured: a 2-piece molecular cluster, C6H12Cl2N4OP overall, with ωB97M-V/def2-TZVPD.

The geometry in XYZ format:
```
26
Properties=species:S:1:pos:R:3:forces:R:3
C 2.35850 -3.78420 -0.28182 -0.1 0.0 -0.2
C 1.63029 -3.08580 -1.13515 0.2 -0.2 0.2
N 0.26830 -2.70489 -0.85537 -0.1 -0.1 0.1
C -0.00988 -1.50171 -0.36341 0.0 0.0 0.0
N 0.89060 -0.55603 -0.05220 0.1 0.0 -0.1
C 0.17510 0.45371 0.39188 0.1 0.2 0.1
N -1.14200 0.22872 0.38221 -0.3 -0.3 0.0
P -2.43933 1.36619 0.89771 -0.1 0.5 0.3
C -3.85499 0.23198 0.74687 0.2 -0.1 -0.2
O -2.60980 2.30228 -0.41806 0.4 -0.3 0.0
N -1.25461 -1.05894 -0.10490 0.1 -0.1 -0.2
H 3.40985 -3.92264 -0.48960 0.0 -0.3 -0.1
H 1.95708 -4.26384 0.60128 0.0 0.4 0.2
H 2.01948 -2.76746 -2.09319 0.0 0.3 0.1
H -0.49918 -3.32785 -1.05246 0.1 -0.1 -0.1
H 0.59690 1.39856 0.72593 -0.3 -0.3 -0.1
H -4.70898 0.89720 0.61636 -0.1 0.0 0.2
H -3.98661 -0.35669 1.65338 0.0 0.0 0.0
H -3.83399 -0.41504 -0.13256 -0.1 0.0 0.0
H -2.54225 1.84858 -1.26717 -0.3 0.1 -0.2
H -2.13325 -1.52776 -0.23974 -0.1 0.1 0.1
C 3.15108 4.14336 0.34252 0.0 0.0 0.0
Cl 2.17867 2.88763 1.16626 0.3 0.3 0.1
Cl 4.09963 5.07503 1.48366 0.0 0.0 0.0
H 3.81480 3.63779 -0.34764 0.0 0.0 0.0
H 2.46459 4.80180 -0.17480 0.0 0.0 0.0
```
Positions in Å, forces in eV/Å.

## Properties
Total charge: +1
Frontier orbital gap: 10.29 eV
Calculated total energy: -1791.58316 hartree